No. 1
This record from the Open Molecules 2025 dataset describes C19H35AsGe2N7S5Y as an isolated structure. The level of theory is ωB97M-V with the def2-TZVPD basis set.

The HOMO-LUMO gap is 6.827 eV. Its HOMO energy is -7.0 eV. The value obtained for the energy above the lowest of the compared OMol25 structures with the same formula, charge and spin is 1.6953 eV. As for the spin multiplicity: 1.

Geometry (Å):
C  0.299  -4.214  0.330
Ge  -0.253  -0.193  -1.058
S  2.339  -2.397  4.549
H  4.193  -2.849  1.882
C  0.940  -1.416  -2.077
Y  -0.402  -0.282  1.883
N  -0.078  3.720  3.534
H  1.033  -3.734  -3.469
H  -1.996  1.186  -3.588
N  -3.555  1.903  1.303
C  -0.992  3.228  4.386
C  0.734  -1.612  -3.530
H  0.050  -2.709  1.838
Ge  2.262  -2.104  0.455
H  -1.435  5.799  6.460
H  0.420  4.567  3.750
H  -1.525  4.152  0.719
H  -4.693  0.628  2.230
H  1.372  -3.702  2.161
N  -1.498  2.032  0.975
C  0.421  -0.532  -4.357
C  -2.623  0.864  -2.756
H  0.686  -4.056  -5.891
C  -2.027  -0.335  -2.022
H  1.660  1.302  -1.834
H  -1.194  6.035  4.727
N  -1.412  4.036  5.369
C  1.965  -2.014  -1.458
H  5.417  -4.408  0.282
H  2.680  -2.584  -2.056
S  1.570  0.921  2.942
H  -2.748  1.726  -2.095
C  0.237  -0.709  -5.720
C  0.333  -1.975  -6.279
H  -0.381  -4.903  0.833
N  -2.480  1.190  1.201
H  -0.246  -3.711  -0.470
H  -0.902  3.010  -1.741
H  -0.148  2.427  -3.208
H  0.336  0.456  -3.922
C  0.705  1.576  -1.376
C  -2.060  3.239  0.907
H  0.379  3.064  2.913
C  -0.949  5.394  5.578
H  0.130  5.425  5.750
H  3.742  -4.901  0.489
C  4.081  -2.771  0.799
C  0.823  -2.882  -4.104
C  0.053  2.705  -2.173
H  -3.608  0.622  -3.166
H  -2.745  -0.673  -1.268
S  -1.032  -1.701  3.964
H  0.698  3.590  -2.198
S  -1.631  1.666  4.249
S  2.619  0.043  1.348
H  1.088  -4.807  -0.139
H  -1.925  -1.174  -2.717
N  -3.367  3.187  1.147
C  0.622  -3.062  -5.465
H  -5.396  2.077  1.861
H  4.233  -4.042  -0.969
H  0.009  0.145  -6.347
H  -2.119  3.649  5.969
H  0.177  -2.116  -7.341
N  -4.792  1.342  1.514
H  0.971  1.953  -0.385
As  0.911  -0.995  4.978
H  4.764  -1.985  0.468
C  4.384  -4.102  0.111
C  0.878  -3.204  1.323

***

No. 2
This record from the Open Molecules 2025 dataset describes C19H35AuN5O4V as an isolated structure. The level of theory is ωB97M-V with the def2-TZVPD basis set.

The HOMO-LUMO gap (alpha / beta) is 3.931 / 3.892 eV. Its HOMO energy (alpha / beta) is -15.2 / -15.2 eV. The value obtained for the energy above the lowest of the compared OMol25 structures with the same formula, charge and spin is 0.1760 eV. Its net charge is +2. As for the spin multiplicity: 1.

Geometry (Å):
C  0.802  -1.786  -2.730
H  2.501  -2.408  -0.616
C  3.462  -0.353  3.367
H  -0.243  -3.686  -2.630
H  -1.256  -2.668  -0.221
O  -2.143  -0.269  2.259
H  -5.336  -0.427  -1.779
H  -0.350  -2.862  -4.209
H  -1.572  1.077  4.222
O  1.988  0.816  0.741
H  3.530  -1.383  3.732
H  1.429  -0.473  4.063
Au  -0.360  3.395  -1.345
H  -4.349  -1.860  -2.096
C  3.819  2.520  2.261
C  0.673  -0.479  -3.509
H  2.209  -3.460  -2.672
V  -0.369  -0.063  -0.532
O  0.143  2.870  4.436
N  -0.376  1.452  -1.184
C  -2.202  -2.113  -0.180
H  1.325  -1.990  0.644
H  -2.462  -1.978  0.884
C  -1.059  0.289  2.421
H  2.409  0.719  4.923
H  -0.315  -0.016  -3.382
N  -0.069  0.357  1.456
C  -0.351  -2.710  -3.122
H  2.616  3.105  3.946
N  0.710  -1.489  -1.296
H  -3.623  0.620  0.687
H  -2.773  -0.355  -3.411
H  -2.759  1.754  -0.369
H  0.832  -0.689  -4.574
H  1.433  0.238  -3.172
C  -0.345  5.181  -1.444
H  1.042  -3.399  -0.399
C  -2.989  0.448  -2.694
H  4.363  0.176  3.696
H  -4.503  1.485  -0.613
C  1.423  -2.360  -0.385
H  3.440  -0.373  2.272
C  2.475  2.691  2.935
C  -3.556  1.003  -0.337
H  1.887  3.437  2.376
C  1.580  1.429  3.073
H  4.195  3.508  1.975
C  1.184  0.864  1.694
H  2.970  -1.846  -2.791
C  -3.265  -0.136  -1.314
C  2.208  0.294  3.927
H  -2.975  -2.743  -0.647
H  4.554  2.054  2.925
H  -2.143  1.144  -2.674
H  -3.877  0.990  -3.043
H  2.162  -2.563  -4.200
H  -4.789  -1.413  -0.414
C  2.120  -2.459  -3.109
H  -1.317  -2.280  -2.823
N  -0.765  0.938  3.624
C  -4.500  -1.028  -1.398
O  -0.413  6.330  -1.474
N  -2.053  -0.844  -0.868
C  0.279  1.862  3.762
H  3.699  1.915  1.357